[1]
{
  "formula": "C5H7NO",
  "method": "ωB97M-V/def2-TZVPD",
  "gap_ev": [7.924, 7.928],
  "total_charge": 0,
  "largest_force_ha_per_bohr": 0.03261,
  "energy_ev": -8832.49663,
  "lumo_ha": [0.007, 0.007],
  "e_above_lowest_kcal_mol": 85.5,
  "symbols": ["C", "C", "C", "O", "C", "N", "C", "H", "H", "H", "H", "H", "H", "H"],
  "coordinates": [[0.89237, 1.08859, 0.93572], [0.49564, -0.29143, 0.74983], [-1.06786, -0.58939, 0.57982], [-1.62514, 0.07785, -0.54970], [-0.86398, 0.05091, -1.65398], [0.39914, -0.15325, -1.72984], [1.16713, -0.26734, -0.57412], [0.42403, 1.88298, 0.37716], [1.23451, 1.39129, 1.94197], [1.04276, -0.94316, 1.44928], [-1.73639, -0.29543, 1.40584], [-1.09100, -1.66081, 0.40218], [-1.45360, 0.25295, -2.54966], [2.19883, -0.54147, -0.79690]],
  "forces_ev_per_a": [[0.107, 0.071, -0.498], [-1.606, -0.478, 0.050], [1.168, -0.184, 0.364], [0.254, -0.111, -0.083], [0.345, 0.159, -0.010], [-0.109, 0.761, 0.123], [-0.017, 0.503, 0.485], [-0.363, -0.137, -0.115], [0.837, -0.202, -0.984], [-0.712, 0.057, -0.070], [0.724, -0.214, -0.118], [-0.473, -0.232, -0.028], [0.153, -0.145, 0.162], [-0.307, 0.154, 0.723]]
}

---

[2]
{
  "formula": "C5H7NO",
  "method": "ωB97M-V/def2-TZVPD",
  "gap_ev": 9.578,
  "smiles": "[H]/N=C/[C@@]1(C)CC1=O",
  "total_charge": 0,
  "largest_force_ha_per_bohr": 0.02072,
  "energy_ev": -8833.42297,
  "lumo_ha": 0.030,
  "e_above_lowest_kcal_mol": 64.1,
  "symbols": ["H", "N", "C", "C", "C", "C", "C", "O", "H", "H", "H", "H", "H", "H"],
  "coordinates": [[-0.74849, -1.09564, 2.72823], [-0.67085, -0.41036, 1.98400], [-0.32685, -0.93618, 0.87425], [0.11856, -0.05239, -0.22193], [0.08986, -0.60883, -1.64714], [-0.22242, 1.43389, -0.01063], [0.96547, 1.01118, 0.67160], [1.85797, 1.19972, 1.43270], [-0.19882, -2.01682, 0.70781], [-0.93058, -0.52330, -2.05811], [0.35170, -1.67312, -1.69776], [0.74842, -0.07277, -2.33710], [0.11064, 2.01014, -0.87433], [-1.13723, 1.76632, 0.47020]],
  "forces_ev_per_a": [[-0.267, -0.131, -0.046], [-0.068, -0.370, -0.092], [-0.030, 0.178, 0.232], [0.101, -0.030, 0.068], [0.167, 0.042, 0.112], [-0.084, 0.329, 0.050], [0.676, -0.120, -0.231], [-0.558, -0.349, -0.838], [-0.034, 0.190, 0.068], [0.247, 0.058, 0.255], [0.094, 0.226, 0.172], [-0.001, -0.023, 0.211], [-0.311, -0.004, -0.069], [0.068, 0.006, 0.108]]
}

---

[3]
{
  "formula": "C5H7NO",
  "method": "ωB97M-V/def2-TZVPD",
  "gap_ev": 10.923,
  "smiles": "CC(=O)[C@@H](C)C#N",
  "total_charge": 0,
  "largest_force_ha_per_bohr": 0.02019,
  "energy_ev": -8835.45422,
  "lumo_ha": 0.023,
  "e_above_lowest_kcal_mol": 17.3,
  "symbols": ["C", "C", "O", "C", "C", "C", "N", "H", "H", "H", "H", "H", "H", "H"],
  "coordinates": [[1.99333, -0.24455, -0.48190], [0.76252, -0.05287, 0.36052], [0.80247, -0.14137, 1.56312], [-0.60446, 0.29858, -0.29261], [-1.69110, -0.68666, 0.16995], [-0.83808, 1.62355, 0.29182], [-0.90193, 2.58354, 0.93140], [2.85765, -0.12680, 0.17421], [2.06250, 0.44402, -1.32876], [1.98387, -1.26808, -0.87360], [-0.56581, 0.35501, -1.38775], [-1.58406, -0.83801, 1.24610], [-2.69244, -0.29699, -0.03287], [-1.58448, -1.64937, -0.33961]],
  "forces_ev_per_a": [[0.067, -0.023, -0.004], [0.136, -0.153, 0.379], [0.029, -0.194, -0.444], [0.006, 0.029, 0.073], [-0.046, -0.077, 0.056], [-0.168, 0.834, 0.595], [-0.145, -0.575, -0.777], [-0.061, -0.068, -0.165], [-0.144, -0.065, 0.127], [0.008, 0.102, -0.030], [0.147, 0.050, 0.278], [-0.073, 0.006, -0.131], [0.193, -0.024, -0.021], [0.050, 0.158, 0.064]]
}

---

[4]
{
  "formula": "C5H7NO",
  "method": "ωB97M-V/def2-TZVPD",
  "gap_ev": [7.216, 6.494],
  "total_charge": 0,
  "largest_force_ha_per_bohr": 0.03741,
  "energy_ev": -8830.55170,
  "lumo_ha": [-0.023, -0.041],
  "e_above_lowest_kcal_mol": 130.3,
  "symbols": ["C", "C", "C", "C", "C", "N", "O", "H", "H", "H", "H", "H", "H", "H"],
  "coordinates": [[1.38966, -0.26313, -0.12460], [0.27322, -0.04117, -0.91069], [0.55538, -1.81361, 1.07878], [-1.24382, 0.33520, 0.16897], [-1.09142, 1.51899, 0.86107], [-0.08216, -0.20768, -2.10316], [1.00398, -2.86824, 1.06836], [0.60233, 0.06170, -2.80604], [-1.08968, -0.60019, 0.78705], [2.24515, -0.78608, -0.52686], [1.58300, 0.38374, 0.71763], [-2.11539, 0.25508, -0.47127], [-0.25463, 1.67836, 1.52780], [-1.77562, 2.34704, 0.73296]],
  "forces_ev_per_a": [[-0.416, 1.384, -0.368], [1.121, -0.195, -0.360], [-0.274, -1.622, 0.997], [-0.268, -0.393, 0.854], [0.298, -0.383, -0.527], [-0.865, 0.220, 0.145], [-0.086, 0.905, -0.245], [0.116, -0.058, 0.189], [0.467, 0.383, -0.516], [-0.186, -0.214, -0.123], [-0.090, -0.088, 0.149], [0.148, 0.073, -0.202], [-0.111, -0.119, 0.239], [0.146, 0.107, -0.232]]
}

---

[5]
{
  "formula": "C5H7NO",
  "method": "ωB97M-V/def2-TZVPD",
  "gap_ev": [8.332, 8.333],
  "total_charge": 0,
  "largest_force_ha_per_bohr": 0.00762,
  "energy_ev": -8830.55396,
  "lumo_ha": [0.013, 0.013],
  "e_above_lowest_kcal_mol": 130.3,
  "symbols": ["O", "C", "C", "C", "C", "C", "N", "H", "H", "H", "H", "H", "H", "H"],
  "coordinates": [[0.35190, -0.67571, 1.68878], [-0.81995, -0.21321, 1.58497], [-1.23912, 0.57199, 0.51518], [-0.34769, 0.72842, -0.66111], [1.17714, 0.56224, -0.41481], [0.80831, -0.90609, -0.46219], [-0.49080, -0.73716, -0.96352], [-1.57369, -0.48814, 2.34317], [-2.28722, 0.82247, 0.39337], [-0.69935, 1.41552, -1.43166], [1.57833, 0.92039, 0.52937], [1.79409, 0.89434, -1.25702], [1.24938, -1.84648, -0.14737], [0.49868, -1.04857, -1.71716]],
  "forces_ev_per_a": [[-0.140, 0.054, -0.092], [-0.064, 0.009, -0.045], [-0.030, -0.027, 0.148], [-0.107, 0.278, -0.121], [0.044, 0.019, 0.038], [0.067, -0.102, 0.372], [0.293, -0.166, -0.061], [0.106, 0.035, -0.118], [0.156, -0.032, 0.044], [0.048, -0.097, 0.132], [-0.054, -0.037, -0.150], [-0.099, -0.060, 0.108], [-0.056, 0.124, -0.064], [-0.165, 0.000, -0.189]]
}

---

[6]
{
  "formula": "C5H7NO",
  "method": "ωB97M-V/def2-TZVPD",
  "gap_ev": 9.542,
  "smiles": "C[C@H]1C=CNC1=O",
  "total_charge": 0,
  "largest_force_ha_per_bohr": 0.01361,
  "energy_ev": -8835.89781,
  "lumo_ha": 0.034,
  "e_above_lowest_kcal_mol": 7.0,
  "symbols": ["C", "C", "C", "C", "N", "C", "O", "H", "H", "H", "H", "H", "H", "H"],
  "coordinates": [[-1.88447, 0.21957, 0.22106], [-0.46196, 0.09687, -0.38005], [0.52746, 1.07000, 0.22778], [1.71905, 0.47940, 0.30996], [1.66766, -0.83076, -0.17132], [0.35894, -1.20870, -0.41574], [0.00212, -2.33742, -0.65812], [-2.39285, 1.11174, -0.19547], [-1.86454, 0.36452, 1.31303], [-2.50273, -0.65022, -0.02218], [-0.55126, 0.27764, -1.46788], [0.30342, 2.04147, 0.65523], [2.64262, 0.84800, 0.73138], [2.44092, -1.47860, -0.14641]],
  "forces_ev_per_a": [[0.112, -0.134, -0.055], [-0.130, 0.687, 0.018], [0.202, 0.029, 0.071], [-0.056, 0.152, 0.128], [0.032, -0.007, -0.037], [-0.257, -0.429, 0.333], [-0.136, 0.222, -0.098], [0.388, -0.446, 0.105], [0.115, -0.268, -0.372], [0.148, 0.087, 0.086], [0.007, 0.189, 0.201], [-0.078, -0.146, -0.337], [-0.055, 0.068, -0.058], [-0.291, -0.007, 0.015]]
}

---

[7]
{
  "formula": "C5H7NO",
  "method": "ωB97M-V/def2-TZVPD",
  "gap_ev": [8.015, 8.015],
  "total_charge": 0,
  "largest_force_ha_per_bohr": 0.08546,
  "energy_ev": -8831.22623,
  "lumo_ha": [-0.015, -0.015],
  "e_above_lowest_kcal_mol": 114.8,
  "symbols": ["C", "C", "C", "C", "C", "N", "O", "H", "H", "H", "H", "H", "H", "H"],
  "coordinates": [[1.80731, -0.12183, 1.15709], [-1.25188, 1.72722, 0.45727], [-0.97689, 0.63315, -0.16592], [1.54945, -1.40472, 0.41321], [-1.19296, -0.23974, -1.29736], [0.57323, -0.46881, 0.95608], [2.62879, 0.62989, 1.58448], [-0.77275, 2.00121, 1.37932], [-1.98479, 2.42723, 0.07408], [1.80573, -1.38699, -0.64287], [1.54951, -2.39014, 0.86355], [-1.79677, 0.26385, -2.05677], [-1.69962, -1.15085, -0.97931], [-0.23835, -0.51946, -1.74285]],
  "forces_ev_per_a": [[0.700, -0.754, -0.139], [-0.086, 0.356, 0.209], [2.329, -1.563, 1.497], [0.509, -0.504, -0.161], [-0.037, -0.251, -0.113], [-3.652, 2.100, -1.252], [0.195, 0.728, 0.227], [0.175, -0.048, 0.187], [-0.123, -0.075, -0.217], [-0.028, 0.065, -0.176], [0.023, -0.107, -0.018], [-0.012, 0.051, 0.037], [-0.017, -0.006, -0.030], [0.025, 0.007, -0.051]]
}

---

[8]
{
  "formula": "C5H7NO",
  "method": "ωB97M-V/def2-TZVPD",
  "gap_ev": 7.733,
  "total_charge": 0,
  "largest_force_ha_per_bohr": 0.01630,
  "energy_ev": -8830.80014,
  "lumo_ha": 0.018,
  "e_above_lowest_kcal_mol": 124.6,
  "symbols": ["C", "C", "C", "O", "C", "N", "C", "H", "H", "H", "H", "H", "H", "H"],
  "coordinates": [[0.05529, -1.99544, -1.33703], [-0.08140, -0.74991, -0.48921], [0.97316, 0.04821, -0.29609], [0.85973, 1.18008, 0.46584], [-0.26685, 1.35849, 1.12997], [-0.24981, 2.62782, 1.59370], [-1.35467, -0.41167, 0.03528], [-0.60063, -2.78688, -0.96596], [1.08474, -2.37861, -1.36871], [-0.24114, -1.76429, -2.36352], [1.97871, -0.11514, -0.62922], [0.50110, 3.28376, 1.36938], [-0.95525, 2.98341, 2.21636], [-1.70300, -1.27984, 0.63923]],
  "forces_ev_per_a": [[-0.007, -0.100, -0.081], [0.278, 0.075, -0.006], [0.314, -0.135, -0.413], [-0.197, 0.033, 0.217], [0.248, -0.104, -0.121], [-0.413, -0.283, -0.110], [0.284, 0.658, 0.435], [0.073, 0.014, -0.061], [-0.277, 0.214, 0.132], [-0.041, -0.102, 0.099], [0.182, -0.068, -0.076], [-0.269, -0.516, -0.100], [-0.099, -0.355, -0.119], [-0.075, 0.670, 0.203]]
}

---

[9]
{
  "formula": "C5H7NO",
  "method": "ωB97M-V/def2-TZVPD",
  "gap_ev": 11.077,
  "total_charge": 0,
  "largest_force_ha_per_bohr": 0.04462,
  "energy_ev": -8833.33780,
  "lumo_ha": 0.039,
  "e_above_lowest_kcal_mol": 66.1,
  "symbols": ["N", "C", "O", "C", "C", "C", "C", "H", "H", "H", "H", "H", "H", "H"],
  "coordinates": [[-0.31578, 0.08163, -2.53611], [-0.23272, 0.40112, -1.32375], [-0.38544, 1.50421, -0.51428], [0.54346, 0.89961, 0.45390], [-0.21249, 0.14502, 1.55781], [-0.16399, -1.15703, 0.71127], [0.58833, -0.42870, -0.42726], [-0.69181, 0.69094, -3.23898], [1.32744, 1.61287, 0.71891], [-1.20487, 0.55586, 1.76809], [0.33293, 0.07838, 2.50785], [-1.12709, -1.57041, 0.40326], [0.41253, -1.94156, 1.21030], [1.12950, -0.87194, -1.29101]],
  "forces_ev_per_a": [[-0.618, 0.318, -0.032], [-0.195, -0.278, -0.675], [-0.038, 0.002, -0.284], [0.219, 0.015, 0.065], [-0.001, 0.049, -0.049], [-0.133, -0.168, -0.073], [-0.348, -0.063, -0.061], [-0.396, 0.669, 0.097], [-0.012, -0.257, -0.228], [0.172, -0.043, -0.139], [-0.016, 0.009, -0.322], [0.083, -0.030, 0.094], [-0.013, 0.142, -0.250], [1.294, -0.364, 1.859]]
}

---

[10]
{
  "formula": "C5H7NO",
  "method": "ωB97M-V/def2-TZVPD",
  "gap_ev": [7.644, 8.442],
  "total_charge": 0,
  "largest_force_ha_per_bohr": 0.05913,
  "energy_ev": -8829.56892,
  "lumo_ha": [0.016, 0.010],
  "e_above_lowest_kcal_mol": 153.0,
  "symbols": ["C", "C", "C", "C", "C", "N", "O", "H", "H", "H", "H", "H", "H", "H"],
  "coordinates": [[-1.44278, -1.12594, 0.02275], [-0.25544, -1.81736, 0.00569], [-1.49744, 0.22394, 0.04497], [-1.91205, 1.46346, -0.03436], [2.26852, 0.61215, 0.04840], [0.92110, 0.17575, 0.09778], [0.88688, -1.15847, -0.02297], [-2.43398, -1.71297, -0.23771], [-0.25614, -2.83265, 0.06299], [-1.74934, 2.17527, -0.81676], [-2.37185, 1.90951, 0.83802], [2.25635, 1.19540, -0.92168], [2.71643, 1.19407, 0.88722], [2.86975, -0.30215, 0.02563]],
  "forces_ev_per_a": [[-2.483, 0.326, -0.911], [0.070, 3.028, 0.265], [-1.102, 0.384, -0.899], [-0.092, -0.562, 1.126], [0.987, -0.258, -1.452], [-2.104, -0.107, 1.266], [1.141, -1.226, 0.427], [2.144, 1.277, 0.715], [0.859, -2.622, -0.169], [0.165, -0.163, -0.713], [0.009, 0.023, 0.285], [1.046, -0.355, 1.018], [-1.140, -0.028, -0.350], [0.499, 0.280, -0.609]]
}